DFT (ωB97M-V/def2-TZVPD) results for the molecule C5H7NO.

Bonds (Å) are listed after each position.
CARTESIAN COORDINATES (ANGSTROEM)
1 C -1.6450 -1.0402 0.1196  C2 1.480, H8 1.090, H9 1.088, H10 1.083
2 C -0.2508 -0.5433 0.1511  C1 1.480, O3 1.378, C6 1.345
3 O 0.7519 -1.3649 0.6195  C2 1.378, C4 1.336
4 C 1.9031 -0.6941 0.5228  O3 1.336, C5 1.383, H11 1.085
5 C 1.6979 0.5985 0.0748  C4 1.383, C6 1.439, H12 1.078
6 C 0.2753 0.6609 -0.1362  C2 1.345, C5 1.439, N7 1.414
7 N -0.4052 1.7568 -0.7153  C6 1.414, H13 1.015, H14 1.012
8 H -2.2883 -0.5499 0.8498  C1 1.090
9 H -2.1188 -0.8723 -0.8454  C1 1.088
10 H -1.7108 -2.1011 0.3269  C1 1.083
11 H 2.7795 -1.2549 0.8319  C4 1.085
12 H 1.8410 0.7993 -0.9745  C5 1.078
13 H 0.1725 2.5905 -0.7543  N7 1.015
14 H -1.1846 2.0053 -0.1204  N7 1.012

Output
HOMO energy	-8.10	eV
energy above the lowest of the compared OMol25 structures with the same formula, charge and spin	254.37	kJ/mol
F_max	0.05893	Eh/bohr
energy	-324.6276	a.u.
frontier orbital gap	0.3353	hartree
2S+1	1

Charges computed using Mulliken, reported in e: number 1, C, carries -1.37; number 2, C, carries 0.29; number 3, O, carries -0.35; number 4, C, carries -0.14; number 5, C, carries -0.80; number 6, C, carries 0.89; number 7, N, carries -0.63; number 8, H, carries 0.29; number 9, H, carries 0.33; number 10, H, carries 0.33; number 11, H, carries 0.42; number 12, H, carries 0.17; number 13, H, carries 0.31; number 14, H, carries 0.25